1.
14
Properties=species:S:1:pos:R:3:forces:R:3 method="wB97M-V/def2-TZVPD" homo_ev=-9.51 smiles="CC(=O)C1CC1" lumo_energy_ha=0.0388 gap_ev=10.57
C 1.171 -0.968 0.964 0.133 -0.244 0.054
C 0.536 0.402 0.969 0.393 0.070 0.253
O 0.393 1.032 1.998 0.418 -0.158 -0.261
C -0.064 0.932 -0.277 -0.230 0.097 0.238
C -0.436 0.205 -1.536 0.000 -0.146 -0.277
C -1.353 0.113 -0.369 -0.364 0.043 -0.102
H 2.173 -0.885 1.384 0.011 0.062 -0.003
H 0.615 -1.640 1.620 -0.007 0.064 0.003
H 1.248 -1.419 -0.027 -0.056 0.104 0.050
H -0.088 2.017 -0.315 -0.366 -0.215 0.142
H -0.746 0.878 -2.329 0.084 -0.058 0.077
H 0.049 -0.688 -1.916 0.153 0.044 0.277
H -2.302 0.624 -0.312 -0.027 0.003 -0.226
H -1.311 -0.823 0.196 -0.141 0.333 -0.225



2.
44
Properties=species:S:1:pos:R:3:forces:R:3 method="wB97M-V/def2-TZVPD" homo_ev=-10.85 smiles="C[C@H]1COC(=O)O1.C[C@H]1COC(=O)O1.C[C@H]1COC(=O)O1.ClC(Cl)Cl" lumo_energy_ha=0.0000 gap_ev=10.85
C -24.211 30.603 7.769 0.684 0.193 -0.768
C -25.167 31.757 7.462 0.066 0.069 -0.203
C -26.481 31.454 6.696 1.651 0.130 0.319
O -27.445 32.232 7.444 -0.744 -1.029 -4.339
C -26.968 32.543 8.584 -1.158 -0.896 5.619
O -27.701 32.802 9.539 2.088 0.495 -1.930
O -25.663 32.208 8.682 -0.919 0.948 2.222
H -23.860 30.096 6.870 -0.466 -0.164 -0.294
H -24.610 29.866 8.466 -0.341 0.153 -0.139
H -23.257 30.936 8.176 -0.243 0.437 0.351
H -24.732 32.684 7.087 0.767 -0.502 -0.856
H -26.644 30.379 6.770 -0.678 0.099 -0.066
H -26.345 31.783 5.666 -0.706 -0.010 0.069
C -29.900 29.398 5.941 -0.613 0.966 1.198
C -30.844 29.173 7.216 3.021 1.085 -1.307
C -31.818 30.280 7.547 0.210 0.766 0.531
O -33.056 29.606 7.634 -0.864 -0.500 -0.183
C -32.904 28.325 7.255 -2.305 -1.979 -0.587
O -33.788 27.477 7.189 2.191 2.252 0.314
O -31.627 28.121 6.886 -1.906 -2.625 -0.329
H -30.520 29.713 5.102 -0.191 0.071 0.098
H -29.279 28.578 5.579 -0.634 -0.215 0.508
H -29.210 30.213 6.162 0.023 0.212 0.000
H -30.325 28.938 8.146 0.666 -0.132 -0.226
H -31.843 31.081 6.809 -0.202 0.001 0.025
H -31.642 30.660 8.554 0.245 0.418 -0.278
C -21.444 27.708 5.892 -1.153 -0.549 -0.343
C -22.504 26.811 6.609 0.817 1.415 -0.008
C -22.203 25.327 6.726 0.651 -0.167 -1.418
O -22.530 24.977 8.040 -0.867 -1.021 0.223
C -22.729 26.054 8.745 0.080 2.330 4.709
O -22.987 26.080 9.970 0.738 0.122 -4.716
O -22.440 27.184 7.957 -0.702 -0.870 3.132
H -21.249 27.255 4.920 0.452 0.137 -0.017
H -20.552 27.892 6.491 0.044 -0.732 0.012
H -21.816 28.716 5.706 -0.421 -0.117 -0.028
H -23.536 27.062 6.367 0.064 -0.355 -0.999
H -21.126 25.174 6.652 0.041 -0.175 -0.493
H -22.775 24.693 6.049 0.239 0.044 -0.065
Cl -27.556 27.658 6.971 0.706 -0.985 0.614
C -27.180 25.909 6.984 -0.930 -0.785 -0.635
Cl -27.037 25.114 8.560 0.351 0.748 -0.317
Cl -25.870 25.514 5.855 0.357 0.216 0.353
H -28.015 25.393 6.510 -0.107 0.501 0.248



3.
13
Properties=species:S:1:pos:R:3:forces:R:3 method="wB97M-V/def2-TZVPD" homo_ev=-8.91 lumo_energy_ha=0.0173 gap_ev=9.38
C 1.188 0.383 0.466 4.872 -2.853 3.331
C -0.602 -0.439 -0.740 8.481 6.150 4.791
H -2.839 0.057 -0.172 4.505 2.815 2.268
H 0.628 2.455 0.351 -0.694 -4.204 -0.455
H 2.752 -0.384 1.340 -0.683 1.255 -0.379
H 0.758 -1.732 0.437 -0.379 3.687 -2.006
H -1.049 -2.000 -1.564 0.925 -3.813 -0.606
N -0.906 0.998 -0.598 2.543 -1.346 2.777
N 0.419 1.345 0.209 -6.512 9.037 -2.487
N 2.254 0.535 1.207 -0.317 -1.589 -0.644
N 0.644 -0.724 -0.094 -0.761 -4.882 0.524
N -1.310 -1.143 -1.284 -8.201 -3.517 -5.435
O -1.935 0.649 0.443 -3.779 -0.738 -1.680



4.
168
Properties=species:S:1:pos:R:3:forces:R:3 method="wB97M-V/def2-TZVPD" total_charge=+1 homo_ev=-10.36 lumo_energy_ha=-0.0933 gap_ev=7.82
C -3.094 -0.056 3.599 -0.014 0.352 -1.172
C -2.011 1.044 3.407 -1.498 -1.406 0.356
N -1.499 1.610 4.678 2.595 1.037 -0.164
C -1.464 3.088 4.657 -1.571 0.657 -0.395
C -2.927 3.655 4.744 0.800 -0.829 -0.518
C -0.306 1.019 5.092 -0.710 -1.278 -0.311
S -0.275 -0.608 5.352 0.255 0.369 -0.109
S 1.240 1.924 5.422 0.084 0.501 0.696
C 2.291 2.027 3.912 -0.907 -0.218 -1.067
C 1.788 1.205 2.689 0.537 -0.154 0.539
C 3.017 0.718 1.863 -1.590 -0.516 -1.272
C 3.385 1.559 0.600 3.048 1.791 2.107
C 3.144 3.118 0.624 -1.611 -1.324 -0.707
C 2.799 3.357 -0.892 0.343 1.625 1.217
C 2.323 2.040 -1.622 0.528 3.141 -0.307
C 2.833 2.326 -3.070 0.802 -1.148 -0.323
C 2.783 1.217 -4.139 -0.408 0.131 -0.818
C 1.388 0.768 -4.636 -0.200 -0.488 0.805
S 0.421 2.057 -5.539 0.282 -1.204 2.700
C 0.780 1.858 -1.614 -0.166 0.315 0.279
C -0.013 2.607 -0.507 -1.122 -0.592 0.270
C -1.182 1.750 0.095 0.437 1.220 -0.263
C -2.352 1.512 -0.874 -0.403 -0.593 0.804
N -2.110 0.378 -1.809 -0.029 -0.710 0.979
C -3.291 -0.382 -2.049 -0.795 0.142 -0.437
N -4.380 0.115 -2.470 0.333 0.246 0.193
N -3.203 -1.803 -1.828 0.889 0.312 -0.548
N 2.994 1.013 -0.739 -1.772 -1.976 1.195
C 3.952 0.013 -1.316 0.920 -0.297 -1.218
O 4.580 -0.776 -0.351 -0.759 0.382 -0.223
C 4.056 -2.060 -0.226 0.041 -1.587 0.427
C 2.699 -2.397 -0.206 0.005 0.521 -0.267
C 2.308 -3.737 -0.077 0.032 -0.540 0.061
C 3.247 -4.756 0.076 0.836 0.208 0.059
C 4.616 -4.427 0.086 -0.724 0.443 0.055
C 4.986 -3.094 -0.070 0.772 0.174 0.081
H -2.661 -1.029 3.866 -0.147 0.571 0.381
H -3.545 -0.198 2.592 0.121 0.045 0.463
H -3.917 0.261 4.255 0.454 -0.206 0.043
H -2.499 1.843 2.830 0.513 -0.082 0.238
H -1.201 0.558 2.832 -0.146 0.600 0.211
H -1.024 3.392 3.682 0.067 0.231 0.613
H -0.922 3.525 5.504 0.129 -0.614 -0.334
H -2.870 4.689 5.106 -0.307 -0.319 -0.213
H -3.365 3.589 3.733 -0.102 0.330 0.535
H -3.518 3.008 5.413 0.205 0.450 -0.090
H 3.311 1.706 4.169 -0.491 -0.023 0.320
H 2.351 3.085 3.618 -0.007 -0.361 0.221
H 1.225 0.300 2.982 0.298 0.476 0.215
H 1.076 1.839 2.137 0.327 -0.329 -0.108
H 3.894 0.554 2.509 -0.284 0.321 -0.357
H 2.760 -0.296 1.487 0.261 0.369 0.263
H 4.492 1.541 0.651 -0.455 -0.379 -0.703
H 4.031 3.621 1.032 -0.147 -0.098 -0.576
H 2.316 3.436 1.281 0.239 -0.423 -0.274
H 3.729 3.808 -1.278 -0.387 -0.807 -0.587
H 2.078 4.185 -1.004 -0.012 -0.562 0.023
H 2.234 3.177 -3.447 0.103 -0.394 0.339
H 3.870 2.706 -3.031 -0.406 -0.259 0.087
H 3.348 0.296 -3.906 -0.144 0.478 0.195
H 3.294 1.629 -5.034 -0.139 -0.111 0.466
H 0.787 0.299 -3.833 0.232 0.252 -0.336
H 1.565 -0.043 -5.363 -0.226 0.520 0.244
H -0.498 2.474 -4.608 0.506 -0.490 0.050
H 0.468 0.794 -1.595 0.495 0.342 -0.113
H 0.420 2.249 -2.580 0.174 -0.367 0.355
H 0.567 2.958 0.357 0.134 -0.106 -0.515
H -0.523 3.486 -0.944 0.487 -0.193 0.233
H -1.576 2.377 0.915 0.059 -0.401 -0.388
H -0.785 0.832 0.571 -0.268 0.077 -0.420
H -3.222 1.218 -0.248 0.257 0.404 -0.282
H -2.635 2.441 -1.393 0.297 -0.311 0.094
H -1.486 -0.261 -1.316 -0.053 0.041 -0.313
H -4.284 1.124 -2.609 -0.055 -0.119 -0.036
H -3.442 -2.219 -2.729 -0.099 -0.148 0.275
H -3.901 -2.108 -1.154 -0.039 0.345 -0.133
H 2.204 0.411 -0.470 0.085 0.094 -0.245
H 3.384 -0.641 -1.995 0.034 0.442 0.154
H 4.713 0.551 -1.909 -0.279 -0.030 0.510
H 1.935 -1.615 -0.326 0.179 -0.466 0.060
H 1.258 -4.041 -0.092 0.275 0.472 -0.001
H 2.969 -5.804 0.209 -0.180 0.442 -0.088
H 5.398 -5.178 0.234 -0.401 0.212 -0.118
H 6.057 -2.855 -0.055 -0.479 0.093 -0.071
C 5.561 6.502 -1.033 -0.050 0.338 0.217
C 5.758 5.333 -1.879 0.054 0.080 0.010
N 5.908 4.408 -2.543 -0.075 -0.027 0.089
H 6.471 7.097 -0.962 0.051 -0.123 -0.097
H 4.776 7.148 -1.427 0.008 -0.116 -0.123
H 5.275 6.216 -0.021 0.026 -0.142 -0.063
C 1.924 -3.598 5.501 -0.081 0.260 0.207
C 2.170 -4.745 4.636 0.040 0.014 0.051
N 2.365 -5.649 3.955 -0.093 0.035 0.015
H 2.810 -2.970 5.590 0.050 -0.108 -0.106
H 1.120 -2.975 5.113 0.046 -0.101 -0.095
H 1.645 -3.911 6.507 0.024 -0.152 -0.071
C -3.558 6.562 2.228 -0.234 0.374 0.105
C -3.145 5.376 1.490 -0.014 0.082 0.039
N -2.810 4.442 0.912 0.005 0.087 0.077
H -2.735 7.266 2.336 0.084 -0.150 -0.018
H -4.374 7.083 1.726 0.018 -0.188 -0.162
H -3.900 6.306 3.229 0.109 -0.146 -0.034
C -0.490 3.756 -10.015 -0.156 0.166 -0.356
C -0.033 3.299 -8.710 -0.070 -0.048 0.013
N 0.324 2.932 -7.678 -0.117 1.422 -3.188
H 0.048 4.649 -10.332 0.068 -0.025 0.152
H -0.339 2.991 -10.777 0.034 -0.093 0.145
H -1.552 3.999 -10.000 0.022 -0.058 0.147
C -4.009 -3.270 2.428 0.141 -0.108 0.197
C -4.698 -2.543 1.371 0.052 -0.131 0.058
N -5.250 -1.987 0.530 0.054 -0.036 0.089
H -3.749 -2.616 3.259 -0.183 0.025 -0.129
H -4.625 -4.072 2.825 -0.176 0.081 -0.209
H -3.084 -3.720 2.064 -0.068 0.068 -0.205
C 1.243 -1.284 -8.809 -0.130 0.107 -0.413
C 1.604 -1.711 -7.464 0.044 -0.024 -0.099
N 1.895 -2.048 -6.405 -0.042 -0.020 -0.078
H 1.833 -0.423 -9.123 0.067 -0.016 0.187
H 1.408 -2.078 -9.536 0.020 -0.080 0.135
H 0.192 -1.000 -8.868 0.008 -0.051 0.142
C 0.872 5.977 4.878 0.425 -0.147 -0.012
C -0.493 6.473 4.805 0.056 0.009 -0.074
N -1.576 6.841 4.715 0.021 0.023 0.055
H 0.879 4.888 4.935 -0.070 -0.018 0.039
H 1.445 6.264 3.996 -0.119 0.063 -0.021
H 1.400 6.363 5.749 -0.159 0.059 0.029
C 1.042 1.106 -13.011 0.205 0.308 -0.102
C 0.301 -0.079 -12.597 0.002 0.029 -0.039
N -0.286 -1.012 -12.276 0.079 0.074 0.097
H 0.399 1.986 -13.035 -0.110 -0.119 0.004
H 1.867 1.317 -12.330 -0.049 -0.138 0.053
H 1.463 0.980 -14.008 -0.076 -0.135 0.019
C -6.790 -4.917 -1.113 -0.092 0.124 -0.413
C -6.389 -5.398 0.201 -0.009 0.064 -0.047
N -6.071 -5.771 1.239 0.044 0.038 -0.065
H -6.203 -4.048 -1.411 0.041 0.001 0.186
H -6.654 -5.685 -1.874 0.046 -0.093 0.145
H -7.839 -4.624 -1.123 0.021 -0.034 0.167
C -7.661 -6.581 4.193 0.209 0.297 -0.102
C -8.406 -7.774 4.572 0.005 0.056 0.016
N -8.993 -8.714 4.870 0.028 0.025 -0.016
H -8.288 -5.691 4.230 -0.120 -0.121 0.054
H -6.815 -6.411 4.860 -0.051 -0.122 0.052
H -7.267 -6.661 3.181 -0.045 -0.121 0.027
C -1.620 -1.876 -5.858 0.490 0.111 -0.195
C -2.986 -2.182 -5.464 0.010 0.067 0.006
N -4.061 -2.415 -5.139 0.028 -0.078 0.047
H -0.960 -1.824 -4.993 -0.122 -0.038 0.059
H -1.219 -2.637 -6.528 -0.143 -0.090 0.062
H -1.556 -0.918 -6.375 -0.179 0.029 0.083
C 5.239 3.593 6.145 0.191 -0.206 0.315
C 4.533 4.239 5.048 0.050 0.096 0.022
N 3.975 4.749 4.183 0.091 -0.012 0.054
H 5.446 4.296 6.951 -0.083 0.099 -0.108
H 4.653 2.774 6.565 -0.120 0.063 -0.110
H 6.192 3.181 5.814 -0.050 0.079 -0.143
C 1.278 -9.020 5.105 -0.049 0.172 -0.400
C 1.692 -9.446 6.436 -0.024 -0.006 -0.044
N 2.020 -9.779 7.483 -0.011 0.040 -0.023
H 1.822 -8.130 4.787 0.060 -0.024 0.128
H 1.459 -9.798 4.364 0.049 -0.085 0.147
H 0.215 -8.783 5.078 -0.002 -0.072 0.164
C -1.822 -6.033 4.877 0.383 -0.154 -0.010
C -3.137 -5.406 4.887 0.019 -0.064 0.077
N -4.173 -4.913 4.894 0.107 -0.137 0.185
H -1.905 -7.120 4.873 -0.175 0.039 0.001
H -1.250 -5.744 3.995 -0.126 0.065 -0.029
H -1.241 -5.749 5.754 -0.149 0.071 0.039



5.
11
Properties=species:S:1:pos:R:3:forces:R:3 method="wB97M-V/def2-TZVPD" homo_ev=-10.83 smiles=C[C@@H](F)CCl lumo_energy_ha=0.0362 gap_ev=11.81
C -1.225 -0.521 0.171 -1.458 -0.173 -1.616
C -0.073 0.522 0.371 -1.262 -3.566 -3.816
F -0.079 0.507 1.671 1.452 2.363 4.086
C 1.261 0.056 -0.217 0.635 4.028 -1.544
Cl 1.085 0.200 -2.061 0.083 -0.617 0.998
H -1.128 -0.969 -0.912 -0.359 0.343 2.289
H -1.017 -1.328 1.114 -1.278 2.079 -3.015
H -2.369 0.113 0.113 3.487 -2.233 0.777
H -0.233 1.393 -0.249 -0.652 1.194 1.031
H 1.708 -0.812 0.086 0.460 -2.721 0.457
H 2.070 0.839 -0.085 -1.108 -0.697 0.354



6.
9
Properties=species:S:1:pos:R:3:forces:R:3 method="wB97M-V/def2-TZVPD" homo_ev=-10.07 lumo_energy_ha=0.0297 gap_ev=10.88
C -0.366 -1.075 0.730 0.641 2.586 -1.323
C -0.180 0.349 0.144 -4.550 -2.615 7.624
C 0.451 0.735 -0.804 5.855 4.180 -8.660
F 1.062 0.204 -1.866 -0.047 -3.456 -0.074
Cl 0.945 2.355 -1.191 -0.691 2.033 0.948
H -0.311 -1.553 -0.271 0.742 -1.402 1.481
H 0.286 -1.153 1.652 -0.174 -0.688 -1.721
H -1.356 -1.158 1.075 -1.337 -0.210 0.364
H -0.531 1.298 0.532 -0.440 -0.426 1.361



7.
63
Properties=species:S:1:pos:R:3:forces:R:3 method="wB97M-V/def2-TZVPD" total_charge=+2 homo_ev="-12.69 / -13.12" lumo_energy_ha="-0.1742 / -0.2026" gap_ev="7.95 / 7.61" multiplicity=2 s_squared=0.754
Au -0.181 -0.083 -3.643 0.169 -0.131 0.224
C 4.124 1.116 2.439 -0.064 -0.019 -0.033
C 3.784 -0.332 2.117 -0.021 0.126 0.029
N 2.662 -0.445 1.164 0.121 0.124 0.186
C 2.944 -0.453 -0.144 0.201 -0.071 0.037
C 2.017 -0.501 -1.145 -0.015 0.052 -0.300
C 2.564 -0.461 -2.564 -0.118 -0.112 0.117
O 3.649 -0.951 -2.768 0.154 0.136 0.002
O 1.863 0.179 -3.462 -0.222 -0.041 -0.042
C 0.657 -0.644 -0.804 0.156 0.079 0.157
O -0.276 -0.851 -1.626 -0.522 -0.077 -0.066
C 0.330 -0.561 0.616 0.277 -0.074 0.002
C -1.001 -0.592 1.031 -0.190 -0.031 -0.153
C -1.305 -0.503 2.353 -0.147 -0.012 0.105
F -2.599 -0.584 2.728 0.054 -0.013 0.008
C -0.317 -0.340 3.338 -0.263 0.005 0.099
C 0.993 -0.302 2.930 0.326 0.022 0.022
C 1.344 -0.439 1.580 -0.048 -0.052 -0.106
N -0.599 -0.216 4.726 -0.051 -0.036 0.087
C -0.201 -1.346 5.558 -0.138 0.077 -0.076
C -0.065 -0.904 7.003 0.055 -0.047 -0.056
N -1.380 -0.325 7.453 0.056 0.028 -0.073
C -1.782 0.827 6.570 -0.021 0.055 -0.084
C -1.886 0.329 5.140 0.116 -0.040 0.013
H 4.952 1.153 3.147 -0.012 0.002 -0.009
H 3.271 1.639 2.875 0.029 -0.003 -0.003
H 4.425 1.649 1.537 -0.002 -0.004 0.024
H 3.532 -0.890 3.015 -0.008 -0.083 -0.023
H 4.635 -0.834 1.664 0.003 -0.030 -0.033
H 3.995 -0.439 -0.407 -0.031 -0.006 -0.031
H -1.789 -0.709 0.298 0.028 -0.002 0.011
H 1.746 -0.125 3.686 0.020 -0.014 -0.040
H 0.758 -1.735 5.227 0.026 -0.012 -0.009
H -0.930 -2.170 5.492 0.026 -0.022 -0.005
H 0.678 -0.116 7.100 -0.014 0.034 0.040
H 0.192 -1.734 7.657 -0.061 -0.014 0.033
H -1.333 -0.035 8.430 0.019 0.020 0.008
H -2.097 -1.051 7.390 -0.029 -0.005 0.071
H -1.013 1.590 6.667 0.030 -0.012 0.054
H -2.732 1.218 6.926 -0.021 -0.043 0.038
H -2.150 1.173 4.509 -0.028 0.009 -0.026
H -2.699 -0.406 5.069 -0.011 0.007 0.003
C 1.630 4.282 -5.773 -0.043 -0.072 0.008
C 0.205 4.028 -5.259 0.099 -0.053 -0.015
C -0.090 2.598 -5.192 0.138 0.147 -0.268
N -0.262 1.462 -5.190 -0.022 0.176 -0.032
H 1.801 5.354 -5.831 -0.002 0.007 0.010
H 1.767 3.855 -6.765 0.000 0.015 0.001
H 2.368 3.843 -5.104 -0.003 0.003 -0.006
H -0.538 4.497 -5.904 -0.048 -0.032 -0.011
H 0.070 4.435 -4.257 -0.034 0.003 0.023
O -2.256 -0.493 -3.920 -0.011 0.016 0.059
N -2.592 -1.262 -4.964 0.126 0.029 -0.003
C -2.890 -2.552 -4.742 -0.025 -0.050 0.050
C -3.294 -3.358 -5.782 0.002 -0.048 -0.045
C -3.385 -2.830 -7.061 -0.006 0.025 0.002
C -3.069 -1.494 -7.261 -0.001 -0.046 -0.048
C -2.673 -0.722 -6.191 -0.032 0.069 -0.015
H -2.795 -2.872 -3.716 0.024 0.028 0.006
H -3.529 -4.393 -5.583 -0.006 0.015 0.012
H -3.703 -3.447 -7.889 0.013 0.000 0.009
H -3.127 -1.043 -8.241 -0.002 0.008 0.027
H -2.417 0.323 -6.252 0.007 -0.009 0.034



8.
12
Properties=species:S:1:pos:R:3:forces:R:3 method="wB97M-V/def2-TZVPD" homo_ev="-9.22 / -9.96" lumo_energy_ha="-0.0761 / -0.0504" gap_ev="7.15 / 8.59"
N -1.764 -0.674 0.086 0.513 0.134 -0.084
C -0.659 -0.110 0.686 0.484 -0.961 0.050
O 0.254 -0.833 1.160 -0.492 -0.167 0.042
C -0.467 1.270 0.789 -0.787 1.457 0.338
O 1.570 0.868 -0.735 0.441 -1.622 -0.959
C 1.677 -0.300 -1.141 0.108 2.653 0.576
O 1.215 -1.353 -0.584 0.123 -1.026 -0.373
H -2.186 -0.163 -0.676 -0.070 0.072 0.185
H -1.618 -1.655 -0.116 -0.087 0.049 0.074
H -1.253 1.988 0.561 0.190 -0.163 -0.063
H 0.470 1.617 1.198 -0.196 -0.102 -0.035
H 2.231 -0.502 -2.089 -0.227 -0.325 0.248



Table of relative energy (zero: lowest compared OMol25 entry of this formula, charge and spin) (eV), in record order: 1.3235; 1.7886; 5.7668; 0.0000; 1.9842; 1.9011; 0.0000; 4.8361